The following is a DFT calculation (wB97M-V/def2-TZVPD) of a cluster of 13 separate species, C52H78O39 in total in a non-equilibrium geometry.

Properties
LUMO level = -0.663 eV
relative energy (zero: lowest compared OMol25 entry of this formula, charge and spin) = 13.101 eV
spin multiplicity = 1
Kohn-Sham gap = 0.34700 hartree

Last column: Löwdin charge in e.
Atoms and positions in Å:
C -11.91063 -20.47996 -12.89139  -0.02
C -12.56847 -20.33032 -14.19381  -0.34
C -13.89440 -21.06172 -14.26675  -0.04
O -14.89686 -20.10077 -13.75071  0.08
C -14.43681 -18.86686 -13.88474  -0.52
O -14.97049 -17.78917 -13.66433  0.14
O -13.09437 -19.00461 -14.25515  0.01
H -11.85974 -21.55024 -12.69138  0.09
H -12.57992 -20.07773 -12.13088  0.11
H -10.85348 -20.23741 -12.78328  0.08
H -11.95076 -20.58377 -15.05537  0.14
H -13.77146 -21.96316 -13.66641  0.13
H -14.24453 -21.29637 -15.27196  0.13
C -9.10259 -12.66818 -24.34743  0.02
C -9.24121 -12.86613 -22.77888  -0.35
C -10.24092 -13.91535 -22.26109  -0.11
O -9.45283 -15.06220 -22.27150  0.07
C -8.28181 -14.61802 -21.83968  -0.47
O -7.43289 -15.32575 -21.24582  0.11
O -8.06272 -13.28831 -22.26908  0.07
H -8.64978 -11.69337 -24.52856  0.08
H -10.12334 -12.61998 -24.72672  0.07
H -8.69621 -13.51162 -24.90562  0.08
H -9.57909 -11.97604 -22.24814  0.15
H -11.04675 -14.11219 -22.96819  0.13
H -10.77032 -13.69019 -21.33528  0.13
C -9.32476 -15.16460 -14.61576  0.03
C -10.77972 -15.73415 -14.58025  -0.32
C -11.16719 -16.25773 -13.24057  -0.05
O -12.47593 -15.63621 -13.07419  0.10
C -12.70684 -14.68235 -13.91953  -0.57
O -13.52910 -13.74502 -13.79770  0.10
O -11.69562 -14.68315 -14.76233  0.07
H -9.00473 -14.76066 -15.57624  0.06
H -8.62903 -15.92346 -14.25773  0.09
H -9.25851 -14.35758 -13.88607  0.10
H -11.05612 -16.55681 -15.23974  0.13
H -10.40985 -15.89560 -12.54531  0.14
H -11.21577 -17.34553 -13.28991  0.13
C -8.40115 -23.68011 -20.70793  -0.01
C -7.08401 -24.29264 -21.15529  -0.28
C -6.11063 -24.49222 -19.96295  -0.07
O -5.89892 -25.91524 -20.07352  0.05
C -6.59389 -26.50229 -21.12444  -0.47
O -6.52183 -27.66850 -21.63472  0.09
O -7.15455 -25.56022 -21.84538  0.10
H -9.15853 -23.53197 -21.47769  0.08
H -8.15978 -22.75823 -20.17881  0.06
H -8.84288 -24.29693 -19.92530  0.09
H -6.47529 -23.58740 -21.72114  0.15
H -6.60694 -24.32428 -19.00714  0.11
H -5.16656 -23.94845 -19.92894  0.11
C -8.63734 -18.97634 -20.76292  0.02
C -8.84546 -18.48886 -19.27231  -0.23
C -9.52475 -17.18386 -18.98348  -0.11
O -10.37708 -17.38915 -17.88500  0.04
C -10.58487 -18.75393 -17.77396  -0.47
O -11.46063 -19.34014 -17.16799  0.12
O -9.73522 -19.47393 -18.60150  0.03
H -7.89602 -18.36913 -21.28239  0.07
H -9.59530 -19.05628 -21.27676  0.07
H -8.12815 -19.93971 -20.79031  0.06
H -7.95822 -18.52467 -18.64015  0.14
H -10.00540 -16.67747 -19.82053  0.14
H -8.77976 -16.47694 -18.61829  0.13
C -9.86486 -13.39183 -18.28507  0.03
C -8.38011 -13.07245 -18.58994  -0.31
C -7.58671 -12.07565 -17.68298  -0.04
O -6.55318 -12.93121 -17.23515  0.08
C -6.54631 -14.09982 -17.83793  -0.54
O -5.84841 -15.09981 -17.53732  0.08
O -7.68713 -14.24305 -18.46423  0.05
H -10.14928 -13.87322 -17.34941  0.08
H -10.23466 -14.09718 -19.02926  0.06
H -10.33011 -12.42478 -18.47599  0.09
H -8.09888 -12.82006 -19.61234  0.14
H -8.07461 -11.73475 -16.76983  0.14
H -7.18475 -11.34350 -18.38331  0.14
C -5.09591 -19.22913 -25.83657  0.00
C -6.08641 -18.64833 -24.89742  -0.40
C -5.66643 -18.52418 -23.44865  -0.09
O -6.03972 -17.22929 -23.03720  0.11
C -6.24678 -16.53812 -24.11780  -0.52
O -6.39401 -15.31728 -24.25963  0.13
O -6.18299 -17.35084 -25.19738  0.08
H -4.79439 -20.26891 -25.70993  0.09
H -4.20527 -18.65456 -25.58216  0.09
H -5.16941 -18.89494 -26.87147  0.10
H -7.12260 -18.98516 -24.92853  0.16
H -4.58070 -18.60239 -23.39238  0.14
H -6.15023 -19.33616 -22.90574  0.13
C -5.83997 -18.42817 -16.13983  0.03
C -5.16421 -18.57078 -14.71831  -0.31
C -3.73657 -18.40895 -14.71876  -0.19
O -3.36759 -17.70677 -13.62600  0.11
C -4.49752 -17.01591 -13.28945  -0.51
O -4.63145 -16.14154 -12.40738  0.11
O -5.46781 -17.41114 -14.03890  0.12
H -5.44263 -17.52643 -16.60575  0.08
H -6.92267 -18.32032 -16.07475  0.08
H -5.64432 -19.26531 -16.80992  0.06
H -5.53109 -19.43327 -14.16188  0.15
H -3.31523 -17.99837 -15.63637  0.15
H -3.35271 -19.37262 -14.38395  0.15
C -9.93652 -21.12007 -23.72449  -0.03
C -10.86051 -21.61939 -24.78483  -0.27
C -12.27109 -20.97800 -24.78663  -0.06
O -12.38638 -20.51290 -26.15467  0.11
C -11.34995 -20.64369 -26.86976  -0.62
O -11.16308 -20.13897 -27.93928  0.16
O -10.35376 -21.11124 -26.06208  0.05
H -8.93765 -21.54578 -23.82006  0.08
H -10.22996 -21.40728 -22.71478  0.08
H -9.76718 -20.04731 -23.81733  0.09
H -11.10757 -22.64626 -25.05428  0.16
H -12.42184 -20.27185 -23.97010  0.12
H -13.05155 -21.69989 -24.54611  0.13
C -15.46923 -18.71789 -23.38043  0.00
C -14.73580 -17.37829 -22.95552  -0.18
C -14.65499 -17.13526 -21.40329  -0.11
O -13.28612 -17.00940 -21.20664  0.06
C -12.56980 -17.23951 -22.35409  -0.64
O -11.39425 -17.13164 -22.57903  0.15
O -13.30813 -17.66666 -23.24267  0.12
H -14.88659 -19.17781 -24.17862  0.07
H -16.33087 -18.60090 -24.03770  0.08
H -15.50065 -19.33500 -22.48249  0.08
H -15.30603 -16.54626 -23.36864  0.15
H -15.07577 -18.04983 -20.98543  0.10
H -15.25570 -16.31561 -21.00905  0.14
C -8.06605 -22.00756 -17.45505  0.02
C -8.32712 -21.99655 -15.86642  -0.25
C -7.32773 -22.43008 -14.90489  -0.13
O -7.28794 -21.43920 -13.93247  0.06
C -8.21553 -20.44407 -14.18755  -0.54
O -8.46237 -19.44999 -13.50827  0.12
O -8.77348 -20.73535 -15.32935  0.10
H -7.72619 -21.06157 -17.87659  0.07
H -8.89642 -22.43665 -18.01582  0.07
H -7.26796 -22.63337 -17.85442  0.04
H -9.15462 -22.70316 -15.80273  0.14
H -6.37170 -22.13299 -15.33600  0.12
H -7.42409 -23.48331 -14.64123  0.16
C -14.88664 -18.44606 -17.82772  0.01
C -14.63831 -17.05932 -17.16766  -0.35
C -13.35128 -16.41468 -17.60165  -0.01
O -13.85566 -15.02784 -17.76335  0.12
C -15.13453 -15.03613 -17.71242  -0.65
O -15.82210 -14.04183 -17.85632  0.14
O -15.58460 -16.23851 -17.61201  0.14
H -14.26701 -19.25673 -17.44436  0.07
H -14.75260 -18.50389 -18.90790  0.06
H -15.85263 -18.89643 -17.59940  0.09
H -14.57041 -17.30715 -16.10838  0.14
H -12.87456 -16.93755 -18.43078  0.12
H -12.62289 -16.45041 -16.79154  0.11
C -4.50874 -20.37440 -19.72918  -0.02
C -3.84679 -21.46374 -18.94667  -0.29
C -2.41559 -21.15113 -18.57660  -0.13
O -2.38406 -21.47628 -17.24603  0.08
C -3.67527 -21.78275 -16.82444  -0.58
O -3.91770 -22.16250 -15.71684  0.16
O -4.56073 -21.53044 -17.70592  0.10
H -5.41159 -20.78531 -20.18098  0.07
H -4.08267 -19.81426 -20.56153  0.09
H -4.95161 -19.55215 -19.16714  0.09
H -3.98323 -22.43189 -19.42852  0.13
H -2.07320 -20.12137 -18.67892  0.15
H -1.78669 -21.76689 -19.21957  0.14

Forces on atoms 1 to 6 (eV/Å):
C 0.62 -1.69 1.28
C -1.71 0.78 -0.79
C -0.53 -0.12 0.12
O -0.29 -1.38 0.17
C 1.64 1.52 0.47
O 1.05 -2.99 -0.83